# 1
Below is an isolated ion of composition C5H14O2PSi and charge -1 at a distorted geometry, with properties calculated with ωB97M-V/def2-TZVPD.

Net charge   -1
HOMO energy   -5.022 eV
Structure (SMILES)   C[Si](C)(C)CC[P@H](=O)[O-]
E   -980.32464 Ha
Kohn-Sham gap   8.8 eV
LUMO   3.74 eV

Geometry (Å):
P 2.5534 0.2469 0.1500
Si -0.6640 0.1946 0.0634
O 1.5403 1.2197 -0.3483
O 3.9577 0.5180 -0.3902
C -0.6193 1.8830 1.1590
C 1.9368 -1.5172 -0.1247
C -0.7197 0.3838 -1.7947
C -2.5727 -0.2808 0.3453
C 0.3207 -1.4131 0.4312
H 0.5577 -1.5985 1.5288
H -0.7961 1.4850 2.2101
H 0.3582 2.4451 0.8845
H -1.3314 -0.4898 -2.1439
H -1.4715 2.5717 0.8469
H -2.8867 -1.0038 -0.4051
H -3.0843 -0.5888 1.2123
H 0.2872 0.1926 -2.0412
H -3.0093 0.6804 0.0955
H -1.0161 1.2078 -2.3339
H 2.3855 -2.4589 0.3313
H 1.8669 -1.7278 -1.2601
H -0.1536 -2.2750 -0.0090
H 2.5602 0.3250 1.5928

---

# 2
Below is a 5-piece molecular cluster, C6H18O4 overall at a distorted geometry, with properties calculated with ωB97M-V/def2-TZVPD.

Net charge   0
HOMO energy   -9.514 eV
Structure (SMILES)   C=CCC(=C)C.O.O.O.O
E   -540.29026 Ha
Kohn-Sham gap   10.0 eV
Energy above the lowest of the compared OMol25 structures with the same formula, charge and spin   1.078 eV
LUMO   0.50 eV

Geometry (Å):
O 0.5783 -0.7551 3.4692
O 1.9867 0.0290 -1.9706
O 2.1135 3.4675 -0.4752
O 0.3724 -1.9090 -3.3380
C -1.5881 -2.4241 -0.7182
C -1.5866 0.0042 -0.0144
C -1.4820 1.6578 1.7891
C 0.6917 0.9778 0.8638
C -0.8090 0.9051 0.9126
C -1.1858 -1.4670 0.0982
H -0.6121 -1.7309 0.9787
H -1.5370 0.3423 -1.0496
H 1.3243 0.2604 1.3824
H -0.2578 -0.4724 3.0713
H 2.7551 3.0192 0.0880
H 2.1804 3.0046 -1.3188
H 0.6937 -2.1111 -2.4488
H 0.8474 -1.4440 2.8457
H -2.5047 1.5379 2.1367
H -1.5610 -3.4997 -0.5428
H -2.2855 -2.3129 -1.5531
H -0.5396 -2.2248 -3.2660
H 0.9716 1.8101 1.5059
H -2.6234 -0.0697 0.2996
H -0.9124 2.3000 2.4616
H 1.0689 1.2398 -0.1161
H 1.2076 0.1336 -2.5384
H 2.6934 -0.2687 -2.5527

---

# 3
Below is C5H6Cl2LaO4RuS as an isolated structure at a distorted geometry, with properties calculated with ωB97M-V/def2-TZVPD.

Net charge   +4
HOMO energy (spin up / spin down)   -23.002 / -24.466 eV
2S+1   6
E   -1938.11042 Ha
Kohn-Sham gap (spin up / spin down)   6.1 / 3.6 eV
LUMO (spin up / spin down)   -16.90 / -20.87 eV
<S²>   8.78

Geometry (Å):
La -2.1317 -1.3569 0.0536
Ru 0.5977 -1.0792 0.6374
Cl -3.5862 -1.7917 -2.0143
Cl 1.1726 -3.1893 1.2142
S 1.4527 1.7178 -0.1832
O 0.5742 -0.2666 3.4994
O -4.1815 -3.5699 2.1503
O -6.1296 -1.1666 -0.0962
O 0.4638 0.5125 -0.5314
C -3.5004 -2.8248 1.5839
C 3.1422 1.0331 -0.2595
C 0.5331 -0.5352 2.3556
C -5.1031 -1.0091 0.3896
C 1.5633 2.5705 -1.7903
H 1.7614 1.8207 -2.5752
H 3.2380 0.3504 -1.1198
H 2.3806 3.3016 -1.6902
H 3.8117 1.9023 -0.3761
H 0.5916 3.0677 -1.9371
H 3.3495 0.5128 0.6895

---

What is the net charge in the first record? -1